224
Properties=species:S:1:pos:R:3:lowdin_charge:R:1 method="wB97M-V/def2-TZVPD" e_above_lowest_kcal_mol=22.76 homo_ev=-8.855
C -19.7313 0.1121 -19.3680 -0.068
O -21.1378 0.2240 -19.6441 -0.194
C -21.9527 -0.1927 -18.5572 -0.189
C -22.2096 0.8754 -17.4658 -0.198
O -21.0220 1.2583 -16.8977 -0.153
C -20.9958 2.0059 -15.7251 -0.176
C -19.5390 1.9246 -15.3092 -0.200
O -19.2299 0.6163 -14.8419 -0.169
C -17.8236 0.5043 -14.6810 -0.101
H -19.5141 -0.7654 -18.8049 0.078
H -19.4453 1.0512 -18.8332 0.102
H -19.2875 -0.0259 -20.3292 0.061
H -21.5369 -1.0904 -18.0910 0.119
H -22.9087 -0.4768 -19.0433 0.128
H -22.8219 0.4566 -16.6652 0.129
H -22.6875 1.6873 -17.9825 0.115
H -21.6527 1.5312 -14.9543 0.140
H -21.3921 3.0055 -15.8444 0.107
H -19.3253 2.5510 -14.4600 0.118
H -18.8491 2.2198 -16.0881 0.108
H -17.4286 1.3553 -14.1484 0.074
H -17.3253 0.5088 -15.6202 0.077
H -17.5999 -0.4108 -14.1522 0.087
C -18.3317 15.1008 -19.9542 -0.144
O -18.8228 13.7908 -19.9726 -0.188
C -19.6634 13.5966 -18.8181 -0.186
C -20.4549 12.3174 -19.0043 -0.211
O -21.1951 12.0663 -17.8452 -0.129
C -22.2107 11.0972 -17.9777 -0.161
C -21.6133 9.7952 -18.4932 -0.191
O -21.5342 9.7535 -19.9266 -0.235
C -20.3758 9.1360 -20.5181 -0.056
H -19.0387 15.9128 -20.1936 0.089
H -17.4813 15.0603 -20.6630 0.093
H -17.9162 15.3184 -18.9383 0.092
H -20.3886 14.4193 -18.8496 0.133
H -19.1352 13.4207 -17.9012 0.115
H -19.7430 11.5015 -19.1848 0.107
H -21.1381 12.4050 -19.8856 0.150
H -23.0108 11.3723 -18.6702 0.124
H -22.5075 10.8254 -16.9803 0.127
H -22.2470 8.9364 -18.2258 0.118
H -20.6108 9.7276 -18.0414 0.119
H -20.3088 8.0494 -20.3344 0.070
H -19.4898 9.5730 -20.0659 0.069
H -20.3566 9.3698 -21.5970 0.096
C -24.1708 11.1195 -29.2910 -0.064
O -24.1181 9.9481 -28.4768 -0.212
C -25.3620 9.3810 -28.1373 -0.184
C -25.2982 7.8904 -28.4449 -0.146
O -24.4349 7.2608 -27.4705 -0.157
C -24.3181 5.8617 -27.6319 -0.226
C -23.3838 5.2331 -26.6981 -0.137
O -22.1227 6.0355 -26.7787 -0.217
C -21.3526 5.9992 -27.9658 -0.112
H -24.5198 10.8816 -30.2727 0.082
H -23.2096 11.5551 -29.2190 0.077
H -24.8436 11.8427 -28.7687 0.109
H -26.0892 9.8267 -28.8103 0.125
H -25.5244 9.5702 -27.0717 0.119
H -24.8127 7.8307 -29.4381 0.134
H -26.2702 7.3263 -28.4831 0.135
H -24.0690 5.6423 -28.6804 0.130
H -25.3620 5.5144 -27.4620 0.131
H -23.1856 4.1469 -26.9428 0.149
H -23.6707 5.3035 -25.6632 0.083
H -21.8056 6.6288 -28.7611 0.095
H -21.1562 4.9827 -28.3007 0.087
H -20.4037 6.3857 -27.6339 0.077
C -18.1124 3.5872 -21.1879 -0.080
O -16.8942 3.0251 -20.7712 -0.137
C -16.2900 2.2340 -21.7214 -0.248
C -16.8603 0.8602 -21.9301 -0.180
O -18.1740 0.8064 -22.4441 -0.120
C -18.3577 1.0109 -23.7890 -0.232
C -19.5962 0.4700 -24.4007 -0.181
O -19.4441 -0.9638 -24.3457 -0.178
C -20.6162 -1.6812 -24.6541 -0.103
H -18.4209 4.4298 -20.5518 0.091
H -18.9972 2.8918 -21.2072 0.105
H -17.9264 3.8762 -22.2349 0.059
H -15.2318 2.0276 -21.4534 0.142
H -16.2460 2.7386 -22.6873 0.097
H -16.9470 0.5155 -20.9155 0.122
H -16.0486 0.3211 -22.4491 0.138
H -17.5640 0.4363 -24.3738 0.154
H -18.2820 2.0793 -24.0945 0.115
H -19.5972 0.8203 -25.4376 0.132
H -20.5429 0.7997 -23.9656 0.094
H -20.9427 -1.3963 -25.6298 0.076
H -21.4170 -1.5498 -23.8671 0.105
H -20.3788 -2.7164 -24.7302 0.073
C -28.5707 2.3767 -22.7670 -0.119
O -28.9894 3.5424 -23.4115 -0.162
C -28.3749 3.7730 -24.6731 -0.194
C -26.9390 4.0069 -24.6043 -0.204
O -26.3040 2.7376 -24.5199 -0.149
C -25.0102 2.7909 -24.0372 -0.198
C -24.4986 1.3521 -24.2431 -0.157
O -23.0740 1.3617 -24.0728 -0.199
C -22.7779 1.0987 -22.7224 -0.119
H -27.5386 2.4997 -22.4150 0.084
H -28.5423 1.4478 -23.3547 0.094
H -29.2749 2.1369 -21.9751 0.090
H -28.8882 4.5702 -25.1619 0.120
H -28.4697 2.8982 -25.3217 0.136
H -26.7273 4.6827 -23.7429 0.129
H -26.5443 4.4890 -25.4683 0.107
H -24.9935 3.0811 -22.9906 0.117
H -24.3750 3.4981 -24.6016 0.118
H -24.5805 1.0295 -25.3074 0.142
H -24.9618 0.6069 -23.6408 0.114
H -23.3852 1.7217 -22.0951 0.077
H -21.7180 1.1136 -22.5003 0.075
H -23.0999 0.0993 -22.4475 0.084
C -24.9059 10.8479 -20.8929 -0.094
O -25.0785 10.0504 -19.7250 -0.182
C -24.5338 8.7185 -19.8712 -0.164
C -25.2361 7.8960 -20.9186 -0.183
O -26.4265 7.4029 -20.3297 -0.127
C -27.1282 6.6670 -21.2899 -0.197
C -28.3161 6.0013 -20.6000 -0.147
O -29.3947 6.8734 -20.0704 -0.192
C -29.0812 7.3963 -18.7896 -0.120
H -23.8938 10.7203 -21.2967 0.096
H -25.2153 11.8627 -20.6434 0.094
H -25.5417 10.4929 -21.6969 0.058
H -24.6916 8.2547 -18.8953 0.141
H -23.4996 8.7833 -20.1091 0.086
H -24.5455 7.0832 -21.2433 0.106
H -25.4946 8.4772 -21.8269 0.111
H -26.4829 5.9674 -21.8419 0.117
H -27.6115 7.4157 -21.9994 0.144
H -28.0527 5.3296 -19.7934 0.118
H -28.8468 5.4278 -21.3694 0.114
H -28.2253 8.1024 -18.7909 0.089
H -28.9231 6.6168 -18.0479 0.082
H -29.9935 7.9593 -18.6069 0.085
C -17.1425 9.6229 -16.8140 -0.077
O -16.3571 10.7374 -16.4139 -0.162
C -16.2323 11.7497 -17.3418 -0.236
C -15.0781 11.6558 -18.2977 -0.189
O -15.1911 10.4075 -18.9891 -0.143
C -14.3843 10.3827 -20.2087 -0.152
C -14.3328 8.9439 -20.7375 -0.199
O -13.7301 9.0430 -22.0189 -0.195
C -13.7100 7.8245 -22.7054 -0.121
H -17.1874 8.9552 -15.9315 0.087
H -16.7965 9.1520 -17.7071 0.070
H -18.1395 9.9687 -17.1028 0.079
H -15.9910 12.5668 -16.6501 0.138
H -17.1069 11.9301 -17.9227 0.107
H -14.1635 11.7931 -17.7250 0.123
H -15.1262 12.4791 -19.0139 0.125
H -13.3387 10.6709 -20.1355 0.126
H -14.8905 10.9888 -20.9505 0.127
H -15.3818 8.5857 -20.8556 0.137
H -13.7792 8.2700 -20.0918 0.125
H -13.0549 7.0543 -22.3072 0.083
H -13.3061 8.1586 -23.6813 0.098
H -14.7408 7.4217 -22.8347 0.083
C -20.2674 6.9113 -15.9498 -0.088
O -20.4658 6.8654 -17.3627 -0.186
C -20.3215 5.5233 -17.7963 -0.195
C -20.8377 5.4779 -19.2320 -0.201
O -22.2031 5.9079 -19.2558 -0.120
C -22.9990 5.1445 -20.2061 -0.155
C -22.6509 5.3844 -21.6484 -0.190
O -21.4813 4.6368 -21.9707 -0.184
C -20.9728 4.8737 -23.2025 -0.125
H -20.0616 7.9433 -15.6208 0.092
H -19.4179 6.2741 -15.6662 0.077
H -21.1378 6.5377 -15.4494 0.079
H -21.0213 4.8424 -17.2270 0.128
H -19.3038 5.1203 -17.7201 0.129
H -20.7769 4.4437 -19.5619 0.108
H -20.1931 6.0679 -19.9047 0.110
H -24.0453 5.3604 -19.9992 0.120
H -22.7980 4.0792 -20.0390 0.124
H -22.4860 6.4896 -21.7411 0.141
H -23.4083 5.1376 -22.3673 0.108
H -19.9062 4.5576 -23.2386 0.082
H -20.9070 5.9347 -23.4261 0.092
H -21.4831 4.3569 -24.0164 0.090
C -15.0084 6.3759 -14.7741 -0.024
C -16.1072 6.0930 -13.7013 -0.315
O -16.6503 4.8749 -14.1165 0.139
C -16.2693 4.5713 -15.3713 -0.533
O -16.6399 3.6195 -15.9955 0.161
O -15.3766 5.4868 -15.8596 0.061
F -17.0552 7.0353 -13.7923 0.072
H -14.0362 6.0388 -14.3708 0.141
H -15.0534 7.4009 -15.1517 0.137
H -15.6597 6.1682 -12.7243 0.162
C -27.3979 9.4084 -24.5856 -0.005
C -28.0059 8.2035 -25.3383 -0.285
O -27.1276 7.1298 -25.1214 0.116
C -25.9513 7.6062 -24.5836 -0.576
O -25.0164 6.9232 -24.4450 0.182
O -26.1017 8.8822 -24.2374 0.066
F -28.0736 8.5143 -26.6642 0.059
H -27.9833 9.5836 -23.6940 0.133
H -27.3760 10.3027 -25.1874 0.140
H -28.9706 7.9876 -25.0378 0.144
C -16.5672 4.8573 -24.5078 -0.063
C -17.2946 5.2937 -25.7597 -0.261
O -17.7550 6.5952 -25.5015 0.140
C -17.6058 6.8548 -24.1729 -0.534
O -18.0222 7.8209 -23.5565 0.150
O -16.8725 5.9056 -23.6226 0.074
F -18.3731 4.4207 -25.9075 0.032
H -15.5124 4.6782 -24.6279 0.144
H -16.9800 3.9451 -24.1575 0.078
H -16.7133 5.2636 -26.6762 0.168
C -21.6688 9.1206 -26.5960 -0.016
C -22.6173 9.0570 -25.4020 -0.342
O -23.4027 10.2201 -25.5580 0.098
C -22.7023 11.1424 -26.3467 -0.593
O -23.0810 12.2476 -26.4490 0.178
O -21.7114 10.5218 -26.9155 0.093
F -21.8920 9.0820 -24.2974 0.102
H -22.0037 8.5628 -27.4685 0.111
H -20.6585 8.8438 -26.3195 0.139
H -23.2861 8.2142 -25.4655 0.127

=====

15
Properties=species:S:1:pos:R:3:lowdin_charge:R:1 method="wB97M-V/def2-TZVPD" e_above_lowest_kcal_mol=20.01 homo_ev=-4.027 charge=-1
C -0.1821 0.8738 -2.1266 0.010
C 1.6987 -0.2352 1.5603 -0.011
C 0.2621 0.0846 -1.1324 -0.178
C 0.3887 -0.0938 1.4644 -0.150
C -1.8257 0.0511 0.2499 -0.621
C -0.3844 0.0934 0.2049 -0.343
O -1.4841 1.3004 0.4194 0.086
O -2.7864 -0.6251 0.1550 0.115
Cl -0.3497 -2.7563 -0.1664 -0.394
H 0.2388 0.9938 -3.1349 0.041
H -1.1596 1.5328 -2.0053 0.102
H 2.3345 -0.3351 2.4818 0.067
H 2.3746 -0.2924 0.7163 0.047
H 1.1653 -0.5536 -1.0904 0.080
H -0.2907 -0.0384 2.4041 0.148

=====

103
Properties=species:S:1:pos:R:3:lowdin_charge:R:1 method="wB97M-V/def2-TZVPD" homo_ev="-6.737 / -8.796" multiplicity=2 s_squared=0.753
Hg 16.3159 -15.7327 12.2086 0.974
Hg 13.2600 -12.5385 11.4258 1.267
P 14.6068 -14.1136 13.0844 -0.070
O 14.6670 -14.1922 11.5401 -0.525
O 14.4743 -15.6963 13.3203 -0.514
O 13.5652 -13.0343 13.5060 -0.412
O 16.0654 -13.8826 13.4209 -0.469
C 13.5303 -16.8796 16.3132 -0.222
C 14.7100 -15.9781 16.6008 -0.178
O 14.4809 -15.1998 17.7667 -0.208
S 12.9100 -15.2955 18.2184 0.701
O 12.2547 -14.0188 18.3104 -0.224
O 12.8150 -16.1817 19.3371 -0.226
O 12.5037 -16.1435 16.8347 -0.190
H 13.7790 -17.8447 16.7547 0.134
H 13.2546 -16.9445 15.2606 0.103
H 14.7997 -15.2497 15.7950 0.091
H 15.6410 -16.5332 16.7161 0.144
C 19.1215 -13.1366 15.0463 -0.191
C 19.8322 -14.2310 14.2182 -0.233
O 20.6815 -13.6448 13.3312 -0.192
S 21.2488 -12.1636 14.0090 0.804
O 21.5200 -11.1073 13.0239 -0.246
O 22.2036 -12.4817 15.0872 -0.253
O 19.7800 -11.9515 14.7414 -0.215
H 19.1060 -13.2424 16.1310 0.130
H 18.0470 -13.1208 14.8638 0.090
H 19.1002 -14.8013 13.6463 0.099
H 20.4163 -14.9143 14.8347 0.127
C 11.1858 -11.9601 15.4559 -0.025
C 10.6790 -11.1826 16.5068 -0.055
C 9.3160 -10.8790 16.5224 0.019
C 8.4743 -11.2297 15.4234 -0.126
C 8.9984 -12.0630 14.3875 -0.011
C 10.2836 -12.4462 14.4675 -0.071
N 7.1096 -10.8584 15.3372 -0.390
O 6.5129 -10.8636 14.2700 0.065
O 6.4928 -10.7847 16.3494 0.100
H 12.2385 -12.1883 15.3778 0.062
H 11.3488 -10.8381 17.2808 0.109
H 9.0511 -10.2636 17.3695 0.116
H 8.4915 -12.3004 13.4638 0.122
H 10.4726 -13.0792 13.6131 0.078
O 11.3771 -14.0487 11.2739 -0.026
C 10.7712 -14.9947 11.8829 -0.386
O 9.4235 -15.1112 11.8790 0.053
C 9.0488 -16.2834 12.6095 -0.123
C 10.3271 -16.9756 13.0814 -0.132
C 11.3876 -15.9768 12.8006 -0.115
H 8.3465 -16.8802 12.0275 0.133
H 8.5597 -15.9324 13.5181 0.129
H 10.5302 -17.8626 12.4813 0.109
H 10.3534 -17.2184 14.1436 0.126
H 12.1997 -16.4051 12.2131 0.115
H 11.9095 -15.4186 13.5779 0.126
O 13.5683 -12.8739 9.1086 0.056
C 13.9590 -13.7997 8.4828 -0.500
O 13.2914 -14.9553 8.3182 0.058
C 14.0128 -15.9217 7.5523 -0.146
C 14.9860 -15.0527 6.7511 -0.135
C 15.1948 -13.8273 7.6852 -0.042
H 13.5045 -16.5216 6.7975 0.126
H 14.5232 -16.6493 8.1833 0.123
H 14.5553 -14.8333 5.7742 0.115
H 15.8674 -15.6689 6.5736 0.117
H 15.1388 -13.0679 6.9052 0.131
H 16.0517 -13.6748 8.3414 0.144
O 15.2328 -17.5450 11.1617 -0.073
C 14.5119 -18.4584 11.6047 -0.362
O 13.9535 -19.2788 10.6716 0.008
C 12.8928 -19.9987 11.1457 -0.153
C 13.2379 -20.0297 12.7239 -0.129
C 13.8368 -18.6734 12.9870 -0.070
H 12.9022 -20.9358 10.5891 0.127
H 11.9575 -19.4997 10.8920 0.116
H 13.7362 -20.9407 13.0555 0.113
H 12.3236 -20.3101 13.2470 0.103
H 14.4026 -18.5790 13.9138 0.124
H 13.0957 -17.8787 13.0724 0.079
O 15.1520 -11.2161 10.9439 -0.010
C 16.0793 -10.6703 11.5572 -0.320
O 15.9041 -9.4022 12.1221 0.041
C 17.1241 -8.9600 12.5840 -0.195
C 17.9593 -10.1767 12.7304 -0.199
C 17.5524 -11.1440 11.7216 -0.043
H 17.0094 -8.4250 13.5267 0.131
H 17.5040 -8.2772 11.8240 0.133
H 17.8349 -10.5723 13.7384 0.102
H 19.0185 -9.9242 12.6820 0.124
H 17.6068 -12.1679 12.0914 0.120
H 18.0591 -10.9516 10.7759 0.142
O 17.1017 -9.4827 16.0410 0.040
C 16.4694 -10.5820 16.2316 -0.402
O 16.8931 -11.6232 16.8585 0.066
C 16.0265 -12.7016 16.9968 -0.195
C 14.7238 -12.1701 16.5362 -0.192
C 15.1056 -11.0454 15.6227 -0.055
H 15.8670 -13.2212 17.9416 0.132
H 16.2596 -13.4462 16.2356 0.107
H 14.4671 -11.7939 17.5265 0.131
H 14.0368 -12.9212 16.1463 0.094
H 14.3579 -10.2532 15.5833 0.127
H 15.2062 -11.4806 14.6284 0.096

=====

Number 1: E -5468.13397 Ha. Number 2: E -842.87372 Ha. Number 3: E -4473.77705 Ha.